Run a
Entry from OMol25: one molecule with the formula C6H11NO (wB97M-V/def2-TZVPD).

The calculation puts the HOMO energy at -7.68 eV. Its structure (SMILES) is CN/C=C/CCC=O. Its spin multiplicity is 1.

Geometry as XYZ:
```
19
C6H11NO (wB97M-V/def2-TZVPD)
O 0.944 4.064 1.082
N -1.245 -1.908 -0.784
C 1.288 1.777 1.228
C 0.637 3.073 1.705
C -0.427 0.192 -0.119
C -1.043 -3.233 -1.178
C 0.650 1.330 -0.161
C -0.204 -1.026 -0.594
H -0.708 -3.399 -2.158
H 1.366 0.995 -0.952
H -1.832 -4.012 -1.118
H -0.117 -3.635 -0.593
H 0.054 2.181 -0.592
H 2.395 1.953 0.990
H -0.108 3.262 2.417
H -2.103 -1.563 -0.419
H -1.416 0.531 0.172
H 0.722 -1.516 -0.895
H 1.149 0.934 1.969
```

Run b
Entry from OMol25: a 2-piece molecular cluster, C6H11NO overall (wB97M-V/def2-TZVPD).

The calculation puts the HOMO energy at -9.21 eV. Its structure (SMILES) is C=CN=C.C=CCO. Its spin multiplicity is 1.

Geometry as XYZ:
```
19
C6H11NO (wB97M-V/def2-TZVPD)
O 0.418 -2.451 -3.354
N -0.015 1.476 3.023
C 1.466 -0.087 -0.980
C 0.105 0.236 2.736
C -1.171 2.314 1.046
C 0.930 -1.295 -1.282
C -0.139 -1.574 -2.296
C -1.055 2.208 2.385
H -0.969 -2.190 -1.841
H 2.442 0.035 -0.465
H 0.992 0.780 -1.450
H -0.517 1.712 0.349
H 0.067 -3.353 -3.389
H 1.271 -2.230 -0.795
H 0.881 -0.375 3.298
H -1.568 2.863 3.073
H -1.999 2.846 0.597
H -0.511 -0.633 -2.746
H -0.629 -0.281 2.091
```

Run c
Entry from OMol25: C6H11NO as an isolated structure (wB97M-V/def2-TZVPD).

The calculation puts the HOMO energy at -6.83 eV. Its spin multiplicity is 1.

Geometry as XYZ:
```
19
C6H11NO (wB97M-V/def2-TZVPD)
O -0.834 -1.090 -0.791
N -2.129 -1.326 1.122
C 0.353 -0.106 -0.709
C 0.321 0.978 -1.767
C -0.059 1.296 1.625
C 1.628 -0.932 -0.719
C -1.158 -0.788 0.425
C -0.258 0.216 0.607
H 0.505 0.559 -2.761
H 1.569 -1.773 -0.021
H 2.484 -0.311 -0.434
H 1.821 -1.340 -1.716
H -0.639 1.502 -1.787
H -2.600 -2.149 0.764
H -0.810 1.263 2.417
H 1.104 1.721 -1.574
H -0.076 2.276 1.134
H 0.947 1.236 2.054
H -2.171 -1.233 2.130
```

Run d
Entry from OMol25: C6H11NO as an isolated structure (wB97M-V/def2-TZVPD).

The calculation puts the HOMO energy (spin up / spin down) at -6.95 / -7.91 eV. Its spin multiplicity is 1.

Geometry as XYZ:
```
19
C6H11NO (wB97M-V/def2-TZVPD)
O 0.780 0.964 -2.443
N 0.842 -0.219 -1.789
C -1.848 0.640 -0.674
C 1.564 -1.230 0.219
C 0.787 -0.097 -0.428
C 0.775 1.184 0.299
C -1.244 -0.743 1.292
C -0.908 0.094 0.092
H 0.942 1.693 -1.796
H 1.355 -2.169 -0.288
H 1.077 1.151 1.337
H -2.890 0.550 -0.404
H 0.441 2.125 -0.120
H 2.629 -1.007 0.133
H -2.322 -0.728 1.455
H -0.756 -0.375 2.198
H 1.350 -1.332 1.283
H -0.949 -1.784 1.148
H -1.625 1.282 -1.514
```

Of them, the most stable is run c and the least stable is run d.

Run a
Entry from OMol25: a 2-piece molecular cluster, C6H11NO overall (wB97M-V/def2-TZVPD).

The calculation puts the HOMO energy at -8.18 eV. Its structure (SMILES) is Cc1c[nH]c(C)c1.O. Its spin multiplicity is 1.

Geometry as XYZ:
```
19
C6H11NO (wB97M-V/def2-TZVPD)
O -0.184 -2.874 0.367
N 0.560 -0.045 -1.221
C -0.814 0.110 -1.150
C -1.103 0.584 0.096
C 1.155 0.428 -0.088
C -2.475 0.794 0.668
C 0.137 0.765 0.766
C 2.624 0.394 0.130
H 1.034 -0.147 -2.100
H -1.358 0.002 -2.067
H 0.277 1.204 1.742
H -0.649 -2.951 -0.474
H -2.413 1.351 1.609
H 0.225 -1.997 0.303
H 3.015 -0.623 0.059
H 2.881 0.808 1.104
H -3.109 1.379 0.005
H 3.184 0.970 -0.606
H -2.985 -0.153 0.858
```

Run b
Entry from OMol25: one molecule with the formula C6H11NO (wB97M-V/def2-TZVPD).

The calculation puts the HOMO energy (spin up / spin down) at -7.62 / -7.59 eV. Its spin multiplicity is 1.

Geometry as XYZ:
```
19
C6H11NO (wB97M-V/def2-TZVPD)
O -0.158 -0.829 -2.090
N 1.966 1.329 -0.162
C 1.350 0.634 -1.148
C 0.181 -0.199 -1.091
C -0.743 -0.181 0.132
C -0.773 -1.576 0.762
C 2.101 0.770 1.026
C -2.146 0.226 -0.329
H 1.779 0.749 -2.136
H -2.485 -0.445 -1.116
H -2.848 0.178 0.502
H -0.404 0.556 0.864
H -1.125 -2.298 0.027
H 2.343 2.251 -0.346
H 1.957 -0.273 1.220
H 2.366 1.346 1.897
H 0.222 -1.887 1.085
H -1.439 -1.596 1.625
H -2.144 1.243 -0.722
```

Run c
Entry from OMol25: a 2-piece molecular cluster, C6H11NO overall (wB97M-V/def2-TZVPD).

The calculation puts the HOMO energy at -9.30 eV. Its structure (SMILES) is C=C=NO.C=CCC. Its spin multiplicity is 1.

Geometry as XYZ:
```
19
C6H11NO (wB97M-V/def2-TZVPD)
O 2.159 -2.125 -1.609
N 1.553 -0.864 -1.542
C 2.125 0.130 -1.121
C -2.729 0.400 0.085
C -1.216 0.578 0.008
C 2.611 1.258 -0.708
C -0.529 0.163 1.327
C 0.077 -0.967 1.659
H 0.251 -1.232 2.689
H 0.497 -1.635 0.926
H -0.807 -0.014 -0.811
H -0.988 1.628 -0.197
H 1.523 -2.659 -2.108
H -3.159 1.012 0.876
H 3.354 1.788 -1.282
H -2.977 -0.639 0.290
H -3.187 0.698 -0.857
H -0.848 0.809 2.139
H 2.290 1.669 0.235
```

Of them, the most stable is run a and the least stable is run c.

Run a
Entry from OMol25: one molecule with the formula C3H2N2O (wB97M-V/def2-TZVPD).

The calculation puts the HOMO energy at -10.16 eV. Its structure (SMILES) is O=C1C=NN=C1. Its spin multiplicity is 1.

Geometry as XYZ:
```
8
C3H2N2O (wB97M-V/def2-TZVPD)
O -2.082 0.043 -0.019
N 1.431 0.694 -0.025
N 1.389 -0.689 -0.021
C 0.179 1.195 0.099
C 0.153 -1.206 -0.030
C -0.817 -0.058 -0.014
H -0.088 2.334 -0.127
H -0.088 -2.300 0.265
```

Run b
Entry from OMol25: one molecule with the formula C3H2N2O (wB97M-V/def2-TZVPD).

The calculation puts the HOMO energy (spin up / spin down) at -8.68 / -8.33 eV. Its spin multiplicity is 1.

Geometry as XYZ:
```
8
C3H2N2O (wB97M-V/def2-TZVPD)
O 1.364 -0.217 -2.302
N -0.144 -1.650 0.125
N 0.201 0.988 -0.645
C 0.812 0.196 -1.380
C -0.486 -0.689 0.878
C -0.312 0.667 0.513
H -0.778 -0.760 1.840
H -0.658 1.464 0.971
```

Run c
Entry from OMol25: one molecule with the formula C3H2N2O (wB97M-V/def2-TZVPD).

The calculation puts the HOMO energy at -9.38 eV. Its spin multiplicity is 1.

Geometry as XYZ:
```
8
C3H2N2O (wB97M-V/def2-TZVPD)
O -2.270 -0.393 2.103
N -0.557 -0.241 0.324
N 1.899 -1.011 -1.902
C 1.292 -0.381 -1.157
C -1.141 -0.530 1.921
C 0.464 0.330 -0.278
H 0.706 1.360 -0.049
H -0.711 -1.197 -0.010
```

Of them, the most stable is run c and the least stable is run b.

Run a
Entry from OMol25: one molecule with the formula C5H12N2O (wB97M-V/def2-TZVPD).

The calculation puts the HOMO energy at -9.51 eV. Its structure (SMILES) is CCCCNC(N)=O. Its spin multiplicity is 1.

Geometry as XYZ:
```
20
C5H12N2O (wB97M-V/def2-TZVPD)
O 0.176 -0.339 2.707
N -1.069 -0.119 0.652
N -0.433 1.753 2.086
C 0.424 -1.100 -3.184
C -0.371 0.331 1.795
C 0.856 0.152 -1.031
C 0.979 -1.193 -1.716
C -0.645 0.397 -0.587
H 0.446 -0.007 -3.568
H 0.459 -1.880 -0.979
H -0.824 2.467 1.515
H -1.355 0.012 -1.437
H 2.053 -1.580 -1.814
H 0.092 2.113 2.877
H -0.848 1.480 -0.482
H 1.017 -1.666 -3.954
H -0.622 -1.425 -3.159
H 1.536 0.449 -0.259
H -1.181 -1.201 0.646
H 0.873 0.986 -1.869
```

Run b
Entry from OMol25: one molecule with the formula C5H12N2O (wB97M-V/def2-TZVPD).

The calculation puts the HOMO energy at -9.49 eV. Its structure (SMILES) is CC(C)/N=C\N(C)O. Its spin multiplicity is 1.

Geometry as XYZ:
```
20
C5H12N2O (wB97M-V/def2-TZVPD)
O 2.079 -1.123 -0.526
N -0.704 -0.157 1.295
N 1.191 0.044 -0.285
C 0.497 -0.302 0.930
C -1.967 -1.143 -0.545
C -1.727 0.114 0.345
C 2.139 1.136 -0.029
C -1.659 1.382 -0.621
H 3.063 0.925 -0.840
H -2.873 -1.200 -1.137
H 1.184 -0.743 1.689
H 1.449 -1.558 -1.136
H 2.491 1.240 1.158
H -1.593 2.405 -0.122
H -2.632 1.613 -1.174
H -2.502 0.272 1.065
H -2.000 -2.066 0.064
H -1.074 -1.429 -1.180
H 1.495 2.028 -0.404
H -0.740 1.163 -1.320
```

Of them, the most stable is run a and the least stable is run b.

Run a
Entry from OMol25: one molecule with the formula C5H12N2O (wB97M-V/def2-TZVPD).

The calculation puts the HOMO energy at -7.86 eV. Its structure (SMILES) is C/C=C\N[C@@](C)(N)O. Its spin multiplicity is 1.

Geometry as XYZ:
```
20
C5H12N2O (wB97M-V/def2-TZVPD)
O -2.029 0.169 -0.368
N 0.352 -0.313 0.483
N -1.628 -1.064 1.577
C 2.326 1.424 -1.091
C -1.256 -0.793 0.244
C -1.197 -2.037 -0.612
C 0.550 1.045 0.666
C 1.364 1.856 -0.026
H 3.345 1.741 -0.859
H -2.375 0.782 0.293
H -0.455 -2.728 -0.217
H -1.741 -0.219 2.132
H -0.779 -1.537 1.959
H -0.109 1.482 1.413
H 2.067 1.870 -2.050
H -0.947 -1.762 -1.641
H 0.960 -0.655 -0.255
H -2.171 -2.515 -0.606
H 1.358 2.908 0.214
H 2.365 0.346 -1.256
```

Run b
Entry from OMol25: one molecule with the formula C5H12N2O (wB97M-V/def2-TZVPD).

The calculation puts the HOMO energy at -8.95 eV. Its structure (SMILES) is NCCC[C@@H](N)C=O. Its spin multiplicity is 1.

Geometry as XYZ:
```
20
C5H12N2O (wB97M-V/def2-TZVPD)
O -2.488 -0.584 0.857
N -0.472 -2.330 -0.582
N 2.119 2.109 0.198
C 0.091 0.022 -0.659
C -0.954 -1.026 -0.988
C 1.559 1.142 1.120
C 0.169 0.546 0.769
C -2.315 -0.754 -0.324
H -1.186 -0.997 -2.048
H -1.120 -3.081 -0.787
H 1.443 1.622 2.087
H 2.251 0.309 1.193
H 1.059 -0.451 -0.844
H -0.025 -0.234 1.501
H 0.095 0.862 -1.352
H 1.607 2.973 0.146
H -0.612 1.289 0.975
H 2.313 1.697 -0.700
H -0.341 -2.316 0.424
H -3.193 -0.799 -0.987
```

Of them, the most stable is run b and the least stable is run a.